(1)
This record from OMol25 describes a single C6H7F6N molecule. The level of theory is wB97M-V/def2-TZVPD.

Calculated values
**Frontier orbital gap (spin up / spin down)**: 8.086 / 7.992 eV
**Relative energy (zero: lowest compared OMol25 entry of this formula, charge and spin)**: 144.3 kJ/mol

Last column: natural (NBO) charge in e.
Positions of all 20 atoms, in Å:
1 C -0.323 -0.352 1.283  -0.013
2 C 0.151 0.522 -1.263  0.011
3 C 0.856 -1.230 1.669  -0.664
4 C -0.466 1.328 -2.387  -0.637
5 C -1.549 -0.153 2.118  0.930
6 C 1.488 -0.136 -1.588  0.938
7 N -0.368 0.363 0.051  -0.418
8 F -2.616 -0.934 1.803  -0.338
9 F -1.315 -0.421 3.429  -0.328
10 F -2.104 1.058 2.132  -0.328
11 F 1.670 -1.251 -0.858  -0.323
12 F 1.623 -0.445 -2.936  -0.336
13 F 2.565 0.653 -1.296  -0.335
14 H 1.890 -0.819 1.544  0.245
15 H 0.643 -2.167 1.121  0.234
16 H 0.762 -1.511 2.805  0.243
17 H -0.491 0.570 -3.190  0.254
18 H 0.179 2.290 -2.519  0.231
19 H -1.371 1.625 -2.043  0.211
20 H -1.224 1.010 0.125  0.423

---

(2)
This record from OMol25 describes a molecular structure, C28H55As2NReSi4. The level of theory is wB97M-V/def2-TZVPD.

Calculated values
**Frontier orbital gap (spin up / spin down)**: 6.478 / 6.405 eV
**Total charge**: +2
**Relative energy (zero: lowest compared OMol25 entry of this formula, charge and spin)**: 8.4 kJ/mol
**Multiplicity**: 4
**<S²>**: 3.79

Last column: Löwdin spin population.
Positions of all 91 atoms, in Å:
1 Re 0.210 0.187 -1.108  2.314
2 C 3.274 -0.681 -1.271  0.012
3 N 2.307 0.315 -1.788  0.017
4 C 2.209 0.147 -3.272  0.004
5 C 2.809 1.688 -1.506  0.010
6 C 1.718 2.657 -1.794  0.032
7 C 1.974 3.922 -2.292  -0.004
8 C 0.921 4.798 -2.527  0.039
9 C -0.383 4.390 -2.282  -0.003
10 C -0.631 3.117 -1.790  0.040
11 C 0.413 2.219 -1.511  0.004
12 H 4.246 -0.529 -1.745  0.002
13 H 2.927 -1.686 -1.500  0.002
14 H 3.367 -0.572 -0.195  0.000
15 H 3.195 0.293 -3.721  0.000
16 H 1.525 0.881 -3.693  0.000
17 H 1.871 -0.859 -3.509  0.001
18 H 3.715 1.873 -2.090  0.001
19 H 3.063 1.726 -0.451  0.001
20 H 2.993 4.231 -2.498  -0.001
21 H 1.117 5.789 -2.916  0.002
22 H -1.209 5.063 -2.478  -0.001
23 H -1.659 2.837 -1.618  0.002
24 C -3.795 1.169 -1.090  0.012
25 As -2.289 0.060 -1.543  0.042
26 C -2.323 0.294 -3.479  0.001
27 C -2.859 -1.773 -1.334  0.013
28 C -4.183 -2.074 -1.038  0.001
29 C -4.588 -3.396 -0.913  0.002
30 C -3.670 -4.420 -1.082  0.001
31 C -2.342 -4.123 -1.364  0.001
32 C -1.926 -2.802 -1.486  0.013
33 As -0.056 -2.397 -1.836  0.039
34 C 0.883 -3.951 -1.176  0.015
35 C 0.076 -2.793 -3.741  -0.007
36 H -4.660 0.758 -1.606  0.001
37 H -3.604 2.170 -1.469  0.000
38 H -3.969 1.209 -0.019  0.000
39 H -3.316 0.043 -3.846  -0.001
40 H -1.594 -0.345 -3.970  0.000
41 H -2.099 1.335 -3.711  0.000
42 H -4.909 -1.286 -0.890  0.000
43 H -5.621 -3.622 -0.683  0.000
44 H -3.981 -5.452 -0.987  0.000
45 H -1.636 -4.937 -1.471  0.000
46 H 0.557 -4.812 -1.756  0.001
47 H 0.689 -4.106 -0.119  0.000
48 H 1.951 -3.815 -1.334  0.000
49 H -0.670 -3.553 -3.967  -0.001
50 H 1.068 -3.196 -3.945  0.000
51 H -0.088 -1.927 -4.375  0.000
52 C 2.449 -2.460 1.539  0.005
53 Si 0.901 -1.746 2.300  0.051
54 C 1.152 -1.578 4.128  0.011
55 C -0.544 -2.894 1.991  0.005
56 Si 0.473 0.380 1.239  0.116
57 Si 2.112 1.869 2.227  0.055
58 C 3.837 1.203 1.984  0.012
59 C 1.846 3.554 1.466  0.009
60 C 1.857 1.927 4.054  0.005
61 Si -1.573 1.127 2.383  0.072
62 C -1.460 1.460 4.194  0.015
63 C -2.083 2.662 1.473  0.009
64 C -2.785 -0.276 2.151  0.010
65 H 2.672 -3.446 1.962  0.001
66 H 3.315 -1.822 1.729  0.000
67 H 2.344 -2.576 0.461  0.001
68 H 1.035 -2.573 4.570  0.002
69 H 0.432 -0.917 4.607  0.000
70 H 2.157 -1.227 4.370  0.000
71 H -0.223 -3.942 2.024  0.001
72 H -1.021 -2.712 1.030  0.000
73 H -1.311 -2.774 2.759  0.000
74 H 4.166 1.085 0.954  0.000
75 H 3.946 0.239 2.487  0.000
76 H 4.538 1.894 2.465  0.002
77 H 1.257 3.509 0.550  0.000
78 H 2.797 4.044 1.232  0.001
79 H 1.318 4.201 2.173  0.000
80 H 1.920 0.945 4.522  0.000
81 H 0.916 2.385 4.341  0.000
82 H 2.663 2.543 4.469  0.001
83 H -1.009 2.425 4.419  0.000
84 H -0.929 0.690 4.752  0.000
85 H -2.489 1.486 4.570  0.003
86 H -1.442 3.505 1.745  0.000
87 H -3.117 2.947 1.703  0.002
88 H -1.992 2.515 0.401  0.001
89 H -2.700 -0.993 2.970  0.000
90 H -2.627 -0.826 1.228  0.000
91 H -3.815 0.100 2.165  0.002

---

(3)
This record from OMol25 describes 2 unconnected molecules or ions with the total composition C5H12N2. The level of theory is wB97M-V/def2-TZVPD.

Calculated values
**Frontier orbital gap**: 8.688 eV
**Relative energy (zero: lowest compared OMol25 entry of this formula, charge and spin)**: 450.7 kJ/mol
**SMILES string**: [H]/N=C/NC.C=CC

Last column: natural (NBO) charge in e.
Positions of all 19 atoms, in Å:
1 H -2.156 1.798 2.234  0.346
2 N -1.727 0.936 1.910  -0.672
3 C -1.411 0.992 0.687  0.291
4 N -1.015 -0.165 -0.040  -0.609
5 C -2.028 -0.684 -0.988  -0.409
6 H -1.636 1.827 0.016  0.147
7 H -0.800 -0.900 0.630  0.379
8 H -2.825 -1.208 -0.461  0.189
9 H -1.586 -1.365 -1.713  0.208
10 H -2.540 0.124 -1.508  0.200
11 C 1.736 -0.403 -1.542  -0.507
12 C 1.334 0.224 -0.416  -0.114
13 C 2.101 -0.181 1.160  -0.613
14 H 1.573 -1.468 -1.640  0.175
15 H 2.419 0.103 -2.207  0.209
16 H 1.536 1.293 -0.413  0.158
17 H 3.173 -0.165 0.962  0.208
18 H 1.858 -1.235 1.306  0.200
19 H 1.992 0.480 2.023  0.214

---

(4)
This record from OMol25 describes a molecular structure, C10H32BNO2P2Rh. The level of theory is wB97M-V/def2-TZVPD.

Calculated values
**Frontier orbital gap (spin up / spin down)**: 5.098 / 5.105 eV
**Total charge**: +2
**Multiplicity**: 6
**<S²>**: 8.77

Last column: natural (NBO) charge in e.
Positions of all 49 atoms, in Å:
1 Rh -0.270 -0.162 0.540  0.608
2 H 1.103 0.690 -4.357  -0.015
3 H 0.584 0.935 0.785  0.107
4 P -1.443 1.581 -0.212  1.085
5 P 1.874 -1.060 0.169  1.148
6 C 1.753 -2.213 -1.248  -0.949
7 H 2.746 -2.671 -1.396  0.284
8 H 0.965 -2.961 -1.057  0.263
9 H 1.463 -1.624 -2.133  0.268
10 C 3.361 -0.047 -0.193  -0.938
11 H 3.518 0.686 0.614  0.271
12 H 4.197 -0.768 -0.259  0.279
13 H 3.246 0.469 -1.162  0.280
14 C 2.317 -2.070 1.625  -0.953
15 H 1.529 -2.810 1.831  0.264
16 H 3.268 -2.582 1.409  0.284
17 H 2.445 -1.390 2.482  0.282
18 C -0.955 2.616 -1.651  -0.945
19 H -1.868 3.043 -2.104  0.281
20 H -0.306 3.443 -1.330  0.278
21 H -0.417 2.024 -2.410  0.269
22 C -3.018 0.804 -0.825  -0.934
23 H -3.541 0.322 0.016  0.255
24 H -3.668 1.569 -1.288  0.288
25 H -2.757 0.017 -1.549  0.255
26 C -2.057 2.848 0.984  -0.934
27 H -1.413 3.740 0.937  0.268
28 H -3.092 3.143 0.738  0.285
29 H -2.042 2.459 2.014  0.280
30 C -0.365 0.038 2.428  -0.029
31 O -0.237 0.396 3.528  -0.382
32 H 1.573 4.276 0.975  0.381
33 H 2.877 3.405 1.415  0.382
34 H 3.406 2.661 -0.832  -0.113
35 H 1.865 3.809 -1.455  -0.107
36 B 2.688 3.605 -0.570  0.480
37 N 2.572 4.142 0.765  -1.015
38 H 1.488 1.320 -4.292  0.016
39 C -3.103 -3.226 -0.245  -0.646
40 C -2.038 -2.516 0.633  0.037
41 C -1.247 -3.398 1.616  -0.616
42 O -1.174 -1.876 -0.242  -0.325
43 H -2.642 -3.981 -0.901  0.248
44 H -3.657 -2.490 -0.842  0.231
45 H -3.889 -3.782 0.264  0.263
46 H -2.481 -1.647 1.184  0.231
47 H -0.493 -4.009 1.070  0.237
48 H -0.759 -2.706 2.333  0.230
49 H -1.907 -4.056 2.201  0.287

---

(5)
This record from OMol25 describes a molecular structure, ClH16O8Zr. The level of theory is wB97M-V/def2-TZVPD.

Calculated values
**Frontier orbital gap (spin up / spin down)**: 11.100 / 7.020 eV
**Total charge**: +4
**Multiplicity**: 2
**<S²>**: 0.75

Last column: natural (NBO) charge in e.
Positions of all 26 atoms, in Å:
1 Zr -0.122 -0.218 -0.220  2.378
2 Cl -0.704 -1.551 -2.402  0.322
3 O -1.276 1.487 -1.271  -0.946
4 H -1.117 2.431 -1.304  0.558
5 H -1.990 1.343 -1.891  0.553
6 O -1.039 0.400 1.829  -0.951
7 H -1.276 -0.262 2.479  0.545
8 H -1.125 1.233 2.293  0.560
9 O -0.255 -2.186 0.963  -0.950
10 H 0.136 -3.035 0.756  0.563
11 H -0.652 -2.308 1.826  0.557
12 O 1.784 -1.280 -0.727  -0.917
13 H 2.092 -2.145 -0.457  0.564
14 H 2.170 -1.147 -1.593  0.549
15 O 0.742 1.791 0.385  -0.958
16 H 0.408 2.504 0.929  0.559
17 H 1.662 2.013 0.238  0.559
18 O 1.171 0.905 -1.979  -0.953
19 H 1.142 1.844 -2.163  0.550
20 H 1.668 0.534 -2.708  0.545
21 O -2.416 -0.563 -0.161  -0.942
22 H -2.912 -0.981 -0.865  0.553
23 H -3.054 -0.005 0.284  0.563
24 O 1.478 -0.310 1.573  -0.944
25 H 1.902 0.473 1.925  0.538
26 H 1.583 -0.968 2.260  0.545

---

(6)
This record from OMol25 describes 5 unconnected molecules or ions with the total composition C27H58N2O10P. The level of theory is wB97M-V/def2-TZVPD.

Calculated values
**Frontier orbital gap**: 9.771 eV
**Total charge**: +1
**Relative energy (zero: lowest compared OMol25 entry of this formula, charge and spin)**: 97.6 kJ/mol

Last column: Mulliken charge in e.
Positions of all 98 atoms, in Å:
1 C -2.330 -4.650 0.460  -0.997
2 O -2.286 -3.497 1.277  -0.052
3 C -2.002 -3.840 2.618  -0.686
4 C -2.429 -2.727 3.534  -1.096
5 C -1.562 -1.485 3.348  0.052
6 C -0.261 -1.475 4.149  -1.172
7 C 0.968 -1.803 3.306  -0.554
8 C 1.091 -0.926 2.083  -0.513
9 N 1.972 -1.585 1.059  0.767
10 C 3.237 -2.178 1.493  -0.498
11 O 4.034 -2.218 0.302  -0.462
12 C 3.301 -1.664 -0.802  1.521
13 C 4.206 -1.064 -1.834  -1.784
14 P 2.471 -3.147 -1.510  0.444
15 N 1.548 -3.843 -0.410  -0.847
16 C 2.342 -0.749 -0.109  -1.087
17 H -2.414 -4.316 -0.567  0.263
18 H -1.403 -5.221 0.544  0.375
19 H -3.143 -5.313 0.745  0.326
20 H -0.936 -4.068 2.721  0.329
21 H -2.557 -4.740 2.892  0.512
22 H -3.451 -2.465 3.270  0.414
23 H -2.442 -3.076 4.561  0.425
24 H -2.159 -0.625 3.628  0.373
25 H -1.397 -1.396 2.278  -0.082
26 H -0.121 -0.515 4.636  0.387
27 H -0.308 -2.199 4.953  0.481
28 H 1.849 -1.631 3.920  0.417
29 H 0.999 -2.859 3.060  0.336
30 H 1.475 0.061 2.304  -0.004
31 H 0.149 -0.781 1.572  0.310
32 H 1.347 -2.305 0.645  0.192
33 H 3.149 -3.208 1.799  0.232
34 H 3.786 -1.561 2.190  0.408
35 H 4.943 -1.786 -2.151  0.497
36 H 4.686 -0.151 -1.496  0.370
37 H 3.612 -0.824 -2.711  0.367
38 H 3.523 -3.986 -1.920  0.125
39 H 1.758 -2.786 -2.661  0.042
40 H 0.598 -3.888 -0.766  0.206
41 H 2.952 0.072 0.266  0.063
42 H 1.532 -0.315 -0.677  0.610
43 O 3.007 1.926 2.391  -0.556
44 C 2.939 2.890 1.667  0.942
45 O 1.877 3.015 0.859  0.035
46 C 1.591 4.198 0.090  -0.514
47 C 2.336 4.202 -1.227  -1.317
48 C 4.052 3.904 1.596  -1.484
49 H 1.778 5.096 0.679  0.449
50 H 0.519 4.169 -0.096  0.362
51 H 3.416 4.219 -1.080  0.312
52 H 2.057 5.075 -1.816  0.405
53 H 2.098 3.304 -1.799  0.304
54 H 4.819 3.537 0.915  0.338
55 H 4.483 4.006 2.589  0.361
56 H 3.732 4.893 1.280  0.417
57 O -2.643 -0.684 -3.425  -0.561
58 C -3.467 -1.055 -2.630  0.528
59 O -4.757 -1.099 -3.000  -0.403
60 C -5.789 -1.685 -2.200  -0.323
61 C -6.336 -0.710 -1.179  -0.931
62 C -3.085 -1.395 -1.207  -0.559
63 H -5.443 -2.613 -1.742  0.314
64 H -6.573 -1.958 -2.904  0.319
65 H -5.572 -0.403 -0.464  0.247
66 H -7.161 -1.160 -0.626  0.356
67 H -6.697 0.191 -1.676  0.310
68 H -3.039 -0.474 -0.627  0.312
69 H -2.100 -1.856 -1.220  0.097
70 H -3.756 -2.094 -0.715  0.279
71 O 0.108 7.975 3.747  -0.554
72 C -0.175 6.855 4.060  0.673
73 O 0.533 5.834 3.519  -0.373
74 C 0.407 4.474 3.933  -0.367
75 C -0.732 3.775 3.221  -0.539
76 C -1.339 6.549 4.975  -0.882
77 H 0.326 4.397 5.018  0.442
78 H 1.350 4.001 3.659  0.098
79 H -1.696 4.225 3.460  0.386
80 H -0.768 2.721 3.498  0.110
81 H -0.601 3.851 2.141  0.081
82 H -2.253 6.536 4.383  0.252
83 H -1.407 7.345 5.711  0.314
84 H -1.249 5.610 5.517  0.314
85 O 1.877 -2.584 -4.770  -0.650
86 C 1.306 -1.779 -5.470  0.819
87 O -0.026 -1.822 -5.523  -0.345
88 C -0.837 -0.828 -6.173  -0.197
89 C -0.987 -1.104 -7.654  -1.103
90 C 2.065 -0.796 -6.328  -1.040
91 H -0.452 0.172 -5.972  0.343
92 H -1.807 -0.893 -5.684  0.215
93 H -0.028 -1.063 -8.172  0.298
94 H -1.655 -0.374 -8.108  0.369
95 H -1.398 -2.101 -7.810  0.324
96 H 2.351 -1.291 -7.254  0.289
97 H 2.967 -0.501 -5.796  0.296
98 H 1.512 0.110 -6.561  0.380

---

Result set for maximum force: 3.98, 1.47, 5.32, 4.85, 2.52, 2.06 eV Å⁻¹, one per record in the order listed.